# 1
ORCA calculation (wB97M-V/def2-TZVPD) on 2 unconnected molecules or ions with the total composition C2HBrCl4 at a distorted geometry.

Last column: Löwdin charge in e.
Element x y z (Å)
C  0.001  0.460  0.701  -1.117
C  2.716  -0.635  0.083  -1.676
Cl  0.256  0.453  2.447  0.492
Cl  -0.504  1.835  0.034  0.660
Cl  2.973  -1.610  1.430  0.575
Cl  2.575  -1.569  -1.447  0.492
Br  3.798  0.912  0.019  0.642
H  0.857  -0.161  0.298  -0.067

Summary:
gap between HOMO and LUMO (alpha / beta): 8.538 / 6.903 eV

# 2
ORCA calculation (wB97M-V/def2-TZVPD) on a molecular structure, C21H55BaNO16P3 at a distorted geometry.

Last column: Löwdin charge in e.
Element x y z (Å)
Ba  -19.699  13.908  -6.806  1.493
O  -22.041  10.123  -5.417  -0.657
H  -22.843  9.781  -4.975  -0.204
O  -21.152  12.706  -10.982  -0.598
H  -21.724  13.468  -11.199  -0.209
O  -16.628  10.728  -8.624  -0.626
H  -15.657  10.710  -8.729  -0.202
C  -23.784  17.125  -1.910  -0.312
O  -23.012  16.605  -2.719  -0.023
N  -24.890  16.422  -1.481  -0.205
C  -25.869  17.102  -0.573  -0.052
C  -25.215  15.059  -1.842  -0.041
H  -23.748  18.158  -1.531  0.127
H  -25.497  18.049  -0.181  0.077
H  -26.053  16.473  0.297  0.077
H  -26.804  17.246  -1.114  0.083
H  -24.438  14.521  -2.386  0.095
H  -25.429  14.664  -0.848  0.085
H  -26.105  15.037  -2.470  0.091
C  -12.547  18.964  -13.579  -0.064
C  -12.634  19.265  -12.082  -0.324
O  -13.483  18.342  -11.511  -0.181
P  -13.273  17.734  -9.989  0.524
O  -14.467  17.046  -9.401  -0.235
O  -12.080  16.692  -10.304  -0.182
C  -11.755  15.721  -9.401  -0.292
C  -10.432  16.196  -8.758  -0.070
O  -12.563  18.963  -9.214  -0.213
C  -13.405  19.916  -8.539  -0.257
C  -12.537  21.156  -8.505  -0.077
H  -12.126  17.963  -13.675  0.079
H  -13.496  19.010  -14.113  0.079
H  -11.919  19.662  -14.134  0.071
H  -11.700  19.278  -11.521  0.116
H  -13.093  20.253  -12.044  0.112
H  -12.466  15.495  -8.606  0.119
H  -11.684  14.816  -10.004  0.128
H  -9.608  16.371  -9.449  0.071
H  -10.444  17.194  -8.319  0.061
H  -10.120  15.584  -7.911  0.071
H  -14.373  20.034  -9.027  0.119
H  -13.643  19.581  -7.530  0.120
H  -11.665  20.967  -7.880  0.076
H  -12.123  21.461  -9.467  0.075
H  -13.000  22.001  -7.995  0.076
C  -14.450  11.451  1.794  -0.059
C  -13.912  12.805  1.218  -0.212
O  -14.850  13.172  0.144  -0.215
P  -14.333  13.418  -1.388  0.467
O  -15.344  13.924  -2.351  -0.237
O  -12.955  14.262  -1.235  -0.193
C  -13.118  15.625  -1.196  -0.314
C  -11.695  16.187  -1.074  -0.060
O  -13.814  11.958  -1.791  -0.204
C  -14.698  10.797  -1.825  -0.226
C  -13.790  9.560  -1.568  -0.058
H  -15.436  11.394  2.255  0.075
H  -14.488  10.745  0.964  0.045
H  -13.754  11.151  2.578  0.073
H  -13.836  13.642  1.911  0.112
H  -12.916  12.532  0.869  0.109
H  -13.708  15.983  -2.040  0.117
H  -13.706  15.793  -0.294  0.116
H  -11.055  15.848  -1.889  0.078
H  -11.671  17.276  -1.122  0.070
H  -11.194  15.952  -0.135  0.073
H  -15.556  10.904  -1.161  0.112
H  -15.087  10.748  -2.842  0.121
H  -14.279  8.588  -1.630  0.078
H  -12.980  9.600  -2.296  0.079
H  -13.421  9.658  -0.547  0.053
C  -22.449  23.341  -9.270  -0.061
C  -23.460  22.211  -9.409  -0.269
O  -22.903  20.899  -9.230  -0.169
P  -22.943  19.815  -10.377  0.520
O  -22.164  18.522  -9.964  -0.300
O  -22.368  20.548  -11.724  -0.221
C  -20.951  20.482  -11.995  -0.250
C  -20.743  21.125  -13.392  -0.067
O  -24.497  19.462  -10.729  -0.191
C  -24.694  18.479  -11.748  -0.260
C  -26.193  18.390  -12.202  -0.063
H  -21.525  23.052  -9.769  0.070
H  -22.805  24.359  -9.429  0.082
H  -22.093  23.314  -8.240  0.073
H  -24.219  22.321  -8.635  0.118
H  -24.039  22.245  -10.333  0.111
H  -20.436  20.995  -11.183  0.110
H  -20.609  19.449  -12.063  0.117
H  -21.224  20.471  -14.118  0.077
H  -21.032  22.176  -13.429  0.070
H  -19.693  21.133  -13.684  0.071
H  -24.110  18.849  -12.590  0.104
H  -24.349  17.468  -11.532  0.121
H  -26.388  17.686  -13.012  0.075
H  -26.889  18.192  -11.387  0.068
H  -26.525  19.374  -12.534  0.063

Summary:
gap between HOMO and LUMO: 3.275 eV
total charge: -1

# 3
ORCA calculation (wB97M-V/def2-TZVPD) on C2H2N6 in the gas phase at a distorted geometry.

Last column: Löwdin charge in e.
Element x y z (Å)
C  -0.834  -0.094  -0.751  -0.445
C  1.475  0.132  -0.244  -0.225
H  -2.467  -0.112  -0.638  0.076
H  2.610  0.081  -0.497  0.136
N  -1.852  0.232  -1.419  0.184
N  0.564  -0.143  -1.018  0.148
N  1.449  0.845  1.013  0.031
N  0.410  0.650  1.633  0.007
N  -0.420  -0.615  1.460  0.035
N  -0.935  -0.977  0.461  0.053

Summary:
gap between HOMO and LUMO: 8.082 eV

# 4
ORCA calculation (wB97M-V/def2-TZVPD) on a molecular structure, C4H5CoLiO2 at a distorted geometry.

Last column: Löwdin spin population.
Element x y z (Å)
H  -0.255  1.971  0.979  0.001
C  -0.337  1.337  0.080  -0.041
C  0.802  0.628  -0.332  0.055
O  -1.498  1.246  -0.464  0.234
Co  -3.102  2.264  -0.344  3.578
H  1.753  1.111  -0.088  0.003
H  0.748  0.230  -1.354  0.004
C  1.174  -1.370  0.694  -0.068
C  0.080  -2.156  0.324  0.117
O  -0.911  -1.978  -0.347  0.049
Li  -1.782  -0.473  -1.164  0.073
H  1.203  -1.123  1.761  -0.002
H  2.125  -1.688  0.254  -0.003

Summary:
gap between HOMO and LUMO (alpha / beta): 7.709 / 5.534 eV
2S+1: 5
expectation value of S²: 6.056
total charge: +1

# 5
ORCA calculation (wB97M-V/def2-TZVPD) on 11 unconnected molecules or ions with the total composition C40H71Cl4N9 at a distorted geometry.

Last column: Löwdin spin population.
Element x y z (Å)
C  -5.569  3.223  1.203  0.000
C  -4.168  2.586  1.225  0.000
C  -4.144  1.060  0.983  0.000
C  -4.629  0.748  -0.372  0.000
N  -5.022  0.569  -1.435  0.000
H  -6.271  2.655  1.813  0.000
H  -5.857  3.277  0.153  0.000
H  -5.558  4.253  1.561  0.000
H  -3.596  2.766  2.136  0.000
H  -3.500  3.046  0.496  0.000
H  -4.697  0.518  1.750  0.000
H  -3.110  0.728  1.085  0.000
C  5.385  3.171  3.043  0.000
C  5.879  1.936  2.282  0.000
C  4.830  0.952  1.847  0.000
C  3.658  1.545  1.088  0.000
N  2.754  2.016  0.471  0.000
H  4.884  2.919  3.978  0.000
H  4.631  3.672  2.435  0.000
H  6.159  3.911  3.244  0.000
H  6.633  1.360  2.820  0.000
H  6.352  2.308  1.373  0.000
H  4.488  0.407  2.727  0.000
H  5.309  0.191  1.231  0.000
C  -1.656  -4.015  0.939  0.001
C  -2.543  -3.753  -0.312  0.000
C  -4.025  -3.898  0.025  0.000
C  -4.422  -3.007  1.113  0.000
N  -4.712  -2.273  1.953  0.000
H  -0.601  -3.793  0.773  0.001
H  -1.699  -5.064  1.233  0.000
H  -1.970  -3.528  1.862  0.000
H  -2.213  -4.415  -1.113  0.000
H  -2.436  -2.727  -0.664  0.000
H  -4.259  -4.936  0.264  0.000
H  -4.657  -3.774  -0.854  0.000
C  -1.709  2.364  -4.014  0.001
C  -1.873  0.955  -4.657  0.000
C  -0.582  0.531  -5.474  0.000
C  0.191  1.608  -6.135  0.000
N  0.779  2.441  -6.659  0.000
H  -1.112  2.415  -3.103  0.001
H  -2.688  2.775  -3.770  0.000
H  -1.243  3.020  -4.749  0.000
H  -2.673  1.027  -5.395  0.000
H  -2.156  0.207  -3.916  0.000
H  -0.765  -0.276  -6.184  0.000
H  0.180  -0.009  -4.912  0.000
C  -0.297  6.369  -0.609  0.000
C  -0.345  4.969  -1.230  0.001
C  0.379  3.915  -0.410  0.002
C  -0.352  3.497  0.799  0.013
N  -0.947  3.149  1.700  0.024
H  0.707  6.590  -0.247  0.000
H  -0.964  6.506  0.242  0.000
H  -0.544  7.183  -1.291  0.000
H  0.099  5.078  -2.220  0.000
H  -1.394  4.743  -1.417  0.000
H  1.337  4.320  -0.085  0.000
H  0.571  3.036  -1.026  0.001
C  -5.622  3.401  5.884  0.000
C  -4.281  2.904  5.397  0.000
C  -4.295  1.485  4.877  0.000
C  -2.971  0.899  4.631  0.000
N  -1.964  0.379  4.436  0.000
H  -6.378  3.256  5.113  0.000
H  -5.556  4.446  6.187  0.000
H  -5.772  2.802  6.782  0.000
H  -3.582  2.879  6.233  0.000
H  -3.852  3.579  4.656  0.000
H  -4.877  1.284  3.978  0.000
H  -4.602  0.931  5.764  0.000
C  4.097  -2.527  0.042  0.001
C  3.001  -3.552  -0.166  0.002
C  2.572  -4.256  1.128  0.006
C  3.562  -5.106  1.818  0.001
N  4.333  -5.798  2.305  0.004
H  4.082  -1.888  -0.841  0.000
H  5.040  -3.015  0.289  0.000
H  3.868  -1.964  0.947  0.000
H  3.316  -4.300  -0.894  0.000
H  2.104  -3.031  -0.500  0.001
H  1.663  -4.847  1.019  0.000
H  2.257  -3.494  1.842  0.004
C  1.350  -6.231  -5.307  0.000
C  1.802  -5.002  -4.501  0.000
C  0.611  -4.172  -4.073  0.000
C  0.930  -2.926  -3.384  0.000
N  1.135  -1.918  -2.824  0.000
H  1.167  -7.079  -4.647  0.000
H  2.155  -6.616  -5.932  0.000
H  0.480  -6.041  -5.935  0.000
H  2.416  -4.440  -5.205  0.000
H  2.357  -5.377  -3.641  0.000
H  -0.014  -4.761  -3.401  0.000
H  -0.067  -3.892  -4.879  0.000
C  3.057  0.788  -3.294  0.000
C  2.440  2.091  -2.762  0.000
C  2.366  3.274  -3.730  0.000
C  3.544  3.618  -4.568  0.000
N  4.485  3.919  -5.176  0.000
H  3.240  0.066  -2.498  0.000
H  4.009  0.996  -3.783  0.000
H  2.491  0.350  -4.116  0.000
H  3.090  2.388  -1.939  0.000
H  1.506  1.859  -2.252  0.000
H  2.108  4.175  -3.173  0.000
H  1.555  3.098  -4.436  0.000
Cl  1.188  -1.086  2.301  0.432
C  -0.079  -0.208  1.467  0.094
C  0.154  -0.416  -0.047  0.042
Cl  -1.080  0.576  -0.937  0.069
H  -0.019  0.847  1.737  0.037
H  -1.055  -0.533  1.830  0.004
H  0.139  -1.477  -0.297  0.005
H  1.125  -0.034  -0.362  0.000
Cl  0.618  -2.206  6.107  0.197
C  0.713  -3.546  4.958  0.024
C  1.907  -4.482  5.269  0.004
Cl  3.511  -3.623  4.916  0.012
H  0.750  -3.197  3.926  0.008
H  -0.190  -4.145  5.075  0.005
H  1.885  -5.392  4.669  0.001
H  1.834  -4.761  6.320  0.000

Summary:
gap between HOMO and LUMO (alpha / beta): 10.539 / 2.548 eV
2S+1: 2
expectation value of S²: 0.753
total charge: +1

# 6
ORCA calculation (wB97M-V/def2-TZVPD) on C3H4FNO in the gas phase at a distorted geometry.

Last column: Löwdin charge in e.
Element x y z (Å)
C  -0.261  1.199  0.269  -0.017
C  -0.098  -0.278  -0.812  -0.348
C  0.708  -1.298  -0.115  -0.030
N  -0.976  2.007  0.985  0.009
O  -0.545  -0.244  -1.902  0.133
F  -2.326  1.690  1.097  -0.114
H  0.766  1.562  0.285  0.082
H  0.211  -1.595  0.807  0.099
H  1.679  -0.882  0.149  0.093
H  0.842  -2.160  -0.764  0.093

Summary:
gap between HOMO and LUMO: 10.538 eV

# 7
ORCA calculation (wB97M-V/def2-TZVPD) on 2 unconnected molecules or ions with the total composition C4H10O3 at a distorted geometry.

Last column: Löwdin charge in e.
Element x y z (Å)
C  -1.828  0.119  -0.063  -0.285
C  -4.009  0.085  -0.654  -0.059
O  -2.955  0.733  -0.073  -0.056
O  -0.974  0.418  0.940  0.037
H  -0.167  -0.134  0.852  0.046
H  -1.545  -0.591  -0.834  0.138
H  -3.851  -0.918  -1.026  0.038
H  -4.696  0.720  -1.191  0.035
C  2.480  -0.298  0.636  -0.288
C  2.241  0.664  -0.512  -0.078
O  1.298  -1.089  0.811  -0.098
H  1.432  -1.715  1.532  0.107
H  3.328  -0.956  0.412  0.113
H  2.698  0.253  1.559  0.117
H  3.134  1.260  -0.687  0.078
H  1.415  1.335  -0.282  0.073
H  1.999  0.113  -1.419  0.081

Summary:
gap between HOMO and LUMO (alpha / beta): 7.498 / 6.530 eV

Number 1: calculated total energy -122218.533 eV. Number 2: calculated total energy -85477.095 eV. Number 3: calculated total energy -11041.027 eV. Number 4: calculated total energy -46144.707 eV. Number 5: calculated total energy -106119.927 eV. Number 6: calculated total energy -9427.117 eV. Number 7: calculated total energy -10448.542 eV.